The following is a quantum chemistry calculation of a 2-piece molecular cluster, C4H9S overall in a non-equilibrium geometry, from OMol25.

Computed properties:
**E_HOMO**: -0.0750 Eh
**Multiplicity**: 1
**Energy above the lowest of the compared OMol25 structures with the same formula, charge and spin**: 121.62 kJ/mol
**M**: 89.18 g/mol
**Charge**: -1

The geometry in XYZ format:
```
14
Properties=species:S:1:pos:R:3:forces:R:3
C -1.03115 2.16056 -0.19671 -0.43 0.41 0.26
S 0.74808 2.41736 -0.16335 1.01 -0.08 -0.04
H -1.38675 1.43122 0.56389 0.08 0.37 -0.41
H -1.38303 3.17084 0.04267 -0.74 -0.41 0.09
H -1.44863 1.89371 -1.18198 0.17 -0.10 0.21
C 0.77191 -0.91494 -0.98152 -1.13 -2.02 0.94
C 0.26569 -1.84464 0.21165 1.86 1.79 0.68
C 0.36378 -1.29933 1.46039 -1.80 -0.19 -0.81
H -0.11765 -0.47560 -1.49266 0.73 -0.18 0.40
H 1.39082 -0.12083 -0.55983 -0.25 0.03 -0.31
H 1.30434 -1.55025 -1.69574 0.12 0.25 -0.12
H 0.07733 -2.93294 0.08467 -0.52 0.97 -0.12
H -0.26473 -1.67216 2.29854 1.06 -0.40 -0.35
H 0.70999 -0.26299 1.60997 -0.15 -0.45 -0.40
```
Positions in Å, forces in eV/Å.

***

The following is a quantum chemistry calculation of a 2-piece molecular cluster, C4H9S overall in a non-equilibrium geometry, from OMol25.

Computed properties:
**E_HOMO**: -0.0781 Eh
**Multiplicity**: 1
**Energy above the lowest of the compared OMol25 structures with the same formula, charge and spin**: 94.12 kJ/mol
**M**: 89.18 g/mol
**Charge**: -1

The geometry in XYZ format:
```
14
Properties=species:S:1:pos:R:3:forces:R:3
C 0.20845 1.23981 -1.55257 -0.55 0.00 0.17
S -1.19318 0.17351 -2.07840 0.05 0.16 0.13
H -0.07213 1.98166 -0.79235 -0.15 -0.05 -0.04
H 0.59892 1.81420 -2.39236 0.31 -0.14 -0.06
H 0.96862 0.61748 -1.08554 0.43 0.06 -0.18
C 1.45398 -1.57676 1.87604 -0.02 0.52 -0.58
C 0.74652 -0.35139 2.39511 -0.08 -0.52 -0.44
C -0.29792 0.24846 1.82233 0.65 1.05 0.59
H 2.52873 -1.51301 2.05865 0.00 -0.23 0.06
H 1.28788 -1.69561 0.80145 0.00 0.04 0.05
H 1.03175 -2.46841 2.35311 0.24 0.10 0.10
H 1.13915 0.03300 3.33244 -0.51 -0.29 0.43
H -0.81636 0.95015 2.47578 0.07 0.32 -0.38
H -0.53204 0.30921 0.75974 -0.45 -1.03 0.16
```
Positions in Å, forces in eV/Å.

***

The following is a quantum chemistry calculation of C4HHgMgO2 as an isolated structure in a non-equilibrium geometry, from OMol25.

Computed properties:
**E_HOMO (alpha / beta)**: -0.4324 / -0.4311 Eh
**Multiplicity**: 3
**M**: 305.94 g/mol
**Charge**: +1

The geometry in XYZ format:
```
9
Properties=species:S:1:pos:R:3:forces:R:3
C 1.30180 0.22571 0.01652 -2.95 -1.34 0.03
C 2.55872 0.51795 -0.04946 4.92 0.97 -0.71
O 3.67466 0.87885 -0.18588 -3.44 -1.04 0.62
O -1.63287 0.22934 -0.23800 2.84 -1.89 -1.10
C -0.89350 -0.92126 -0.29058 -2.38 0.47 3.78
C 0.43137 -0.89135 -0.04752 4.24 2.83 -0.88
H -1.15860 -1.85798 0.32950 -1.48 0.83 -1.95
Mg -0.28887 1.66739 0.05794 -0.39 -0.89 -0.23
Hg -3.99271 0.15135 0.40748 -1.35 0.07 0.44
```
Positions in Å, forces in eV/Å.

***

The following is a quantum chemistry calculation of C4HLi2O4 as an isolated structure in a non-equilibrium geometry, from OMol25.

Computed properties:
**E_HOMO**: -0.5139 Eh
**Multiplicity**: 1
**Energy above the lowest of the compared OMol25 structures with the same formula, charge and spin**: 0.00 kJ/mol
**M**: 126.93 g/mol
**Charge**: +1

The geometry in XYZ format:
```
11
Properties=species:S:1:pos:R:3:forces:R:3
O -1.82615 1.66083 -1.78263 0.29 -0.09 0.06
C -2.65847 2.24809 -2.27281 -0.15 0.09 -0.06
C 1.67636 0.21670 0.75478 0.39 -0.84 -1.10
C 2.37390 0.47648 -0.20296 -0.49 0.70 0.26
H 3.01288 0.87676 -0.97248 -0.16 -0.12 0.39
Li -0.08532 0.76642 -0.95266 0.04 -0.19 0.35
O -0.40059 -2.18537 1.65961 -1.11 0.90 0.74
C -0.18243 -1.04953 1.24981 1.85 -2.30 -1.30
O -0.76823 -0.52318 0.26956 -1.22 1.21 -0.49
O 1.02438 -0.48331 1.64407 -0.09 0.69 0.92
Li -2.16633 -2.00390 0.60570 0.64 -0.05 0.24
```
Positions in Å, forces in eV/Å.

***

The following is a quantum chemistry calculation of C4HN3 in the gas phase in a non-equilibrium geometry, from OMol25.

Computed properties:
**E_HOMO**: -0.4775 Eh
**Multiplicity**: 1
**Structure (SMILES)**: N#CC(C#N)C#N
**Energy above the lowest of the compared OMol25 structures with the same formula, charge and spin**: 58.95 kJ/mol
**M**: 91.07 g/mol

The geometry in XYZ format:
```
8
Properties=species:S:1:pos:R:3:forces:R:3
C 0.96918 1.06289 -0.41741 0.38 -0.44 0.57
C -1.33032 -0.01234 -0.64407 4.90 -0.36 0.76
C 0.13615 -0.64749 1.18985 0.94 0.61 0.73
C 0.29308 -0.16947 -0.17067 -5.03 -2.82 -1.53
N 1.54238 2.04585 -0.37927 0.43 0.85 -0.35
N -2.34933 -0.00558 -1.14570 -1.44 0.10 -0.41
N 0.14727 -1.10126 2.23895 -0.22 -0.14 0.31
H 0.59159 -1.17260 -0.67169 0.04 2.20 -0.07
```
Positions in Å, forces in eV/Å.

***

The following is a quantum chemistry calculation of C4HN3O in the gas phase in a non-equilibrium geometry, from OMol25.

Computed properties:
**E_HOMO**: -0.4256 Eh
**Multiplicity**: 1
**Structure (SMILES)**: N#CC1=NC(=O)N=C1
**Energy above the lowest of the compared OMol25 structures with the same formula, charge and spin**: 0.00 kJ/mol
**M**: 107.07 g/mol

The geometry in XYZ format:
```
9
Properties=species:S:1:pos:R:3:forces:R:3
C 1.08550 0.02767 -1.02778 1.85 -0.14 -1.36
C 0.13982 -1.21469 0.43661 -0.24 -2.04 0.33
C -0.49728 0.11700 0.41302 -0.31 1.70 -0.29
C -1.61722 0.55672 1.24074 -0.18 -0.31 0.45
H -0.19320 -2.07912 1.03443 0.24 0.63 -0.15
N 1.06299 -1.30774 -0.42516 -0.13 0.44 0.09
N 0.07626 0.87197 -0.45065 -0.72 0.11 0.46
N -2.48985 0.77744 1.96870 0.92 -0.14 -0.85
O 1.87282 0.34590 -1.88252 -1.42 -0.24 1.32
```
Positions in Å, forces in eV/Å.